Entry 1:
{"formula": "C42H48BrO7SeSiY", "method": "ωB97M-V with the def2-TZVPD basis set", "species": ["Y", "C", "C", "O", "C", "C", "O", "C", "C", "O", "C", "C", "O", "C", "C", "O", "C", "C", "O", "H", "H", "H", "H", "H", "H", "H", "H", "H", "H", "H", "H", "H", "H", "H", "H", "H", "H", "H", "H", "H", "H", "H", "H", "Se", "C", "C", "C", "C", "C", "C", "H", "H", "H", "H", "H", "O", "Si", "C", "C", "C", "C", "C", "C", "C", "C", "C", "C", "C", "C", "C", "C", "C", "C", "C", "C", "H", "H", "H", "H", "H", "H", "H", "H", "H", "H", "H", "H", "H", "H", "H", "Br", "C", "C", "C", "C", "C", "C", "H", "H", "H", "H"], "xyz": [[0.86, -0.99, 0.52], [-1.14, -3.26, -0.84], [-1.21, -2.26, -1.96], [-0.03, -1.47, -1.80], [0.00, -0.39, -2.75], [1.38, 0.19, -2.73], [1.65, 0.62, -1.39], [2.90, 1.29, -1.30], [3.36, 1.18, 0.15], [2.26, 1.05, 1.05], [1.56, 2.26, 1.35], [0.42, 2.47, 0.38], [-0.37, 1.29, 0.34], [-1.67, 1.39, 0.97], [-1.54, 0.79, 2.35], [-1.10, -0.56, 2.21], [-2.14, -1.54, 2.22], [-2.35, -2.09, 0.84], [-1.05, -2.56, 0.41], [-0.23, -3.86, -0.92], [-2.00, -3.93, -0.84], [-2.09, -1.61, -1.90], [-1.18, -2.77, -2.93], [-0.77, 0.33, -2.48], [-0.22, -0.78, -3.75], [1.43, 1.04, -3.41], [2.13, -0.56, -3.00], [2.77, 2.33, -1.63], [3.64, 0.81, -1.94], [3.97, 2.04, 0.44], [3.95, 0.27, 0.28], [2.26, 3.10, 1.35], [1.19, 2.13, 2.37], [0.77, 2.67, -0.63], [-0.19, 3.32, 0.71], [-2.37, 0.86, 0.31], [-1.98, 2.44, 1.02], [-2.49, 0.83, 2.89], [-0.79, 1.30, 2.96], [-3.07, -1.11, 2.61], [-1.82, -2.34, 2.89], [-2.73, -1.34, 0.13], [-3.03, -2.94, 0.88], [3.15, -2.23, -0.68], [2.53, -3.48, -1.98], [1.98, -4.70, -1.58], [1.53, -5.62, -2.51], [1.63, -5.36, -3.87], [2.21, -4.16, -4.28], [2.66, -3.24, -3.35], [1.93, -4.93, -0.52], [1.11, -6.56, -2.17], [1.28, -6.08, -4.60], [2.32, -3.95, -5.34], [3.13, -2.33, -3.69], [-3.16, 0.08, -1.20], [-4.03, 0.66, -2.39], [-2.99, 1.05, -3.94], [-2.76, 0.11, -4.94], [-1.85, 0.33, -5.96], [-1.11, 1.51, -6.00], [-1.32, 2.46, -5.01], [-2.24, 2.23, -4.00], [-4.85, 2.28, -1.87], [-5.23, 3.29, -2.76], [-5.85, 4.45, -2.31], [-6.12, 4.62, -0.96], [-5.75, 3.63, -0.06], [-5.13, 2.48, -0.52], [-5.40, -0.53, -2.92], [-5.88, -1.41, -1.94], [-6.91, -2.30, -2.21], [-7.47, -2.34, -3.48], [-7.01, -1.48, -4.46], [-5.99, -0.58, -4.18], [-3.31, -0.83, -4.93], [-1.70, -0.42, -6.73], [-0.40, 1.69, -6.79], [-0.76, 3.39, -5.03], [-2.38, 2.99, -3.24], [-5.04, 3.17, -3.82], [-6.14, 5.22, -3.02], [-6.60, 5.52, -0.61], [-5.96, 3.76, 0.99], [-4.84, 1.71, 0.19], [-5.44, -1.39, -0.95], [-7.27, -2.97, -1.44], [-8.27, -3.04, -3.70], [-7.45, -1.50, -5.45], [-5.66, 0.10, -4.96], [3.88, -4.04, 6.15], [3.03, -3.11, 4.73], [1.65, -3.10, 4.64], [1.06, -2.42, 3.58], [1.77, -1.75, 2.58], [3.16, -1.78, 2.75], [3.80, -2.44, 3.79], [1.06, -3.61, 5.38], [-0.02, -2.42, 3.56], [3.81, -1.29, 2.02], [4.88, -2.45, 3.87]], "lowdin_charge": [1.512, -0.130, -0.141, -0.234, -0.141, -0.151, -0.278, -0.184, -0.164, -0.237, -0.131, -0.146, -0.205, -0.135, -0.136, -0.214, -0.144, -0.138, -0.225, 0.107, 0.142, 0.101, 0.148, 0.119, 0.136, 0.143, 0.094, 0.134, 0.129, 0.137, 0.076, 0.140, 0.130, 0.124, 0.137, 0.082, 0.135, 0.134, 0.126, 0.138, 0.118, 0.093, 0.144, 0.702, -0.658, -0.170, -0.097, -0.102, -0.093, -0.147, 0.100, 0.103, 0.097, 0.100, 0.088, -0.376, 0.414, -0.225, -0.110, -0.099, -0.103, -0.098, -0.111, -0.215, -0.102, -0.095, -0.104, -0.100, -0.104, -0.214, -0.100, -0.098, -0.103, -0.095, -0.105, 0.099, 0.101, 0.098, 0.098, 0.101, 0.100, 0.098, 0.096, 0.095, 0.091, 0.090, 0.096, 0.097, 0.098, 0.098, 0.701, -0.707, -0.145, -0.139, -0.264, -0.186, -0.140, 0.094, 0.055, 0.048, 0.097], "fmax_ev_per_a": 0.92, "relative_energy_kj_mol": 0.0, "charge": 0, "lumo_energy_ev": 0.124, "gap_ev": 7.694}


Entry 2:
{"formula": "C42H48FN3O12S", "method": "ωB97M-V with the def2-TZVPD basis set", "species": ["C", "O", "C", "C", "C", "C", "C", "C", "C", "C", "C", "O", "C", "C", "C", "O", "C", "C", "O", "N", "C", "O", "F", "C", "C", "C", "C", "C", "O", "C", "C", "N", "S", "N", "C", "H", "H", "H", "H", "H", "H", "H", "H", "H", "H", "H", "H", "H", "H", "H", "H", "H", "H", "H", "H", "H", "H", "H", "H", "H", "H", "H", "H", "H", "H", "H", "H", "H", "H", "H", "H", "C", "C", "C", "O", "C", "C", "C", "O", "H", "H", "H", "H", "C", "C", "C", "O", "C", "C", "C", "O", "H", "H", "H", "H", "C", "C", "C", "O", "C", "C", "C", "O", "H", "H", "H", "H"], "xyz": [[8.63, -1.74, 3.37], [7.86, -0.61, 2.99], [8.50, 0.18, 2.00], [7.90, 1.59, 1.92], [6.41, 1.62, 1.48], [5.51, 2.27, 2.58], [4.49, 3.32, 2.03], [3.04, 3.13, 2.60], [1.94, 3.45, 1.50], [1.30, 2.11, 1.08], [0.52, 1.36, 1.91], [0.27, 1.80, 3.20], [-0.49, 3.03, 3.25], [-1.94, 2.87, 3.77], [-1.99, 2.48, 5.28], [-2.53, 4.16, 3.64], [-0.06, 0.05, 1.53], [-0.86, -0.77, 2.52], [-0.78, -1.98, 2.50], [-1.75, -0.17, 3.45], [-2.29, -1.20, 4.31], [-1.72, -1.50, 5.31], [-3.45, -1.77, 3.99], [0.18, -0.42, 0.26], [-0.34, -1.78, -0.23], [-1.89, -1.87, -0.19], [-2.48, -3.32, -0.18], [-1.48, -4.46, -0.43], [-2.19, -5.70, -0.18], [-1.62, -6.33, 0.96], [0.97, 0.37, -0.63], [1.28, 0.04, -1.89], [2.17, 1.24, -2.51], [2.24, 2.25, -1.22], [1.54, 1.66, -0.26], [9.62, -1.78, 2.87], [8.83, -1.73, 4.46], [8.13, -2.70, 3.14], [8.44, -0.34, 1.02], [9.58, 0.29, 2.26], [8.49, 2.14, 1.17], [8.06, 2.04, 2.92], [6.26, 2.18, 0.54], [6.03, 0.59, 1.30], [4.98, 1.45, 3.09], [6.11, 2.77, 3.35], [4.50, 3.31, 0.93], [4.83, 4.32, 2.39], [2.97, 2.07, 2.87], [2.89, 3.75, 3.50], [2.43, 3.89, 0.62], [1.19, 4.16, 1.88], [0.04, 3.71, 3.95], [-0.57, 3.50, 2.26], [-2.43, 2.13, 3.12], [-2.66, 3.20, 5.78], [-2.38, 1.46, 5.42], [-1.01, 2.58, 5.77], [-3.48, 4.08, 3.47], [-1.19, 0.40, 4.09], [-0.05, -1.84, -1.29], [0.18, -2.53, 0.39], [-2.26, -1.37, -1.10], [-2.35, -1.33, 0.65], [-3.21, -3.37, -1.01], [-3.08, -3.53, 0.73], [-1.14, -4.52, -1.48], [-0.63, -4.46, 0.28], [-2.18, -7.23, 1.24], [-0.57, -6.62, 0.77], [-1.61, -5.66, 1.85], [-2.23, -3.61, -5.37], [-3.00, -3.09, -4.42], [-2.65, -1.83, -3.74], [-3.35, -1.36, -2.87], [-1.39, -1.15, -4.16], [-0.61, -1.67, -5.11], [-0.97, -2.93, -5.79], [-0.26, -3.40, -6.66], [-2.47, -4.53, -5.88], [-3.92, -3.57, -4.11], [-1.15, -0.23, -3.65], [0.31, -1.19, -5.42], [-7.05, -4.23, -4.35], [-8.38, -4.20, -4.40], [-9.17, -5.36, -4.88], [-10.38, -5.32, -4.93], [-8.41, -6.56, -5.31], [-7.08, -6.60, -5.26], [-6.30, -5.44, -4.78], [-5.09, -5.47, -4.73], [-6.46, -3.40, -4.00], [-8.95, -3.33, -4.09], [-9.00, -7.40, -5.66], [-6.52, -7.47, -5.57], [1.48, 6.44, -2.31], [0.92, 5.58, -1.47], [-0.20, 5.98, -0.58], [-0.70, 5.19, 0.19], [-0.67, 7.38, -0.66], [-0.11, 8.25, -1.50], [1.01, 7.85, -2.39], [1.52, 8.64, -3.16], [2.30, 6.17, -2.96], [1.25, 4.55, -1.39], [-1.49, 7.65, -0.01], [-0.44, 9.27, -1.58]], "lowdin_charge": [-0.126, -0.191, -0.257, -0.171, -0.180, -0.192, -0.186, -0.155, -0.115, -0.088, -0.149, -0.051, -0.125, -0.382, -0.021, -0.043, 0.031, -0.344, 0.119, 0.168, -0.491, 0.171, 0.153, -0.071, -0.118, -0.157, -0.136, -0.210, -0.207, -0.135, -0.272, -0.228, 1.013, -0.224, -0.291, 0.083, 0.087, 0.087, 0.128, 0.117, 0.113, 0.109, 0.097, 0.110, 0.105, 0.099, 0.094, 0.107, 0.098, 0.113, 0.090, 0.087, 0.144, 0.112, 0.133, 0.084, 0.062, 0.090, 0.098, 0.109, 0.102, 0.111, 0.079, 0.102, 0.102, 0.118, 0.129, 0.101, 0.086, 0.090, 0.091, 0.032, 0.024, -0.377, 0.078, 0.016, 0.025, -0.384, 0.108, 0.122, 0.089, 0.112, 0.121, 0.025, 0.025, -0.386, 0.112, 0.023, 0.023, -0.371, 0.095, 0.119, 0.124, 0.123, 0.123, 0.028, 0.022, -0.374, 0.102, 0.023, 0.022, -0.387, 0.108, 0.123, 0.086, 0.123, 0.122], "fmax_ev_per_a": 2.24, "charge": 0, "lumo_energy_ev": -1.679, "gap_ev": 7.248}


Entry 3:
{"formula": "C42H48N4O2RbS", "method": "ωB97M-V with the def2-TZVPD basis set", "species": ["Rb", "C", "C", "C", "C", "C", "C", "C", "C", "C", "C", "H", "H", "H", "H", "H", "H", "H", "H", "H", "H", "H", "H", "H", "H", "O", "C", "O", "C", "C", "C", "C", "C", "C", "N", "C", "C", "C", "C", "C", "C", "N", "H", "H", "H", "H", "H", "H", "H", "H", "H", "H", "C", "C", "C", "C", "C", "C", "C", "C", "N", "C", "C", "C", "C", "C", "C", "C", "C", "C", "C", "H", "H", "H", "H", "H", "H", "H", "H", "H", "H", "H", "H", "H", "H", "H", "H", "H", "H", "H", "H", "H", "H", "H", "H", "S", "C", "N"], "xyz": [[-0.28, -0.31, 0.32], [-2.68, -3.03, 4.46], [-1.60, -2.09, 3.92], [-0.62, -1.74, 5.04], [-0.92, -2.69, 2.70], [-1.70, -3.03, 1.58], [-1.12, -3.60, 0.46], [0.25, -3.86, 0.41], [0.87, -4.48, -0.82], [1.02, -3.50, 1.50], [0.45, -2.91, 2.63], [-3.19, -2.57, 5.31], [-2.24, -3.97, 4.78], [-3.43, -3.25, 3.70], [-2.09, -1.16, 3.60], [-0.16, -2.65, 5.44], [-1.15, -1.26, 5.86], [0.17, -1.07, 4.72], [-2.76, -2.83, 1.57], [-1.74, -3.83, -0.39], [0.28, -5.33, -1.15], [1.88, -4.82, -0.63], [0.90, -3.77, -1.65], [2.09, -3.67, 1.49], [1.09, -2.64, 3.45], [-0.17, 8.62, -1.59], [0.72, 7.63, -1.25], [1.88, 7.95, -1.12], [0.19, 6.28, -1.10], [1.09, 5.25, -0.78], [0.65, 3.96, -0.61], [-0.75, 3.57, -0.75], [-1.62, 4.65, -1.10], [-1.16, 5.93, -1.26], [-1.08, 2.30, -0.57], [-2.46, 1.99, -0.54], [-3.06, 0.82, -0.92], [-4.51, 0.70, -0.85], [-5.14, -0.44, -1.23], [-4.39, -1.55, -1.71], [-3.03, -1.38, -1.75], [-2.35, -0.29, -1.39], [-1.05, 8.23, -1.68], [2.14, 5.48, -0.66], [0.82, 2.05, -0.27], [-2.67, 4.44, -1.29], [-1.91, 6.67, -1.54], [-3.13, 2.77, -0.19], [-5.08, 1.56, -0.50], [-6.23, -0.49, -1.18], [-4.86, -2.47, -2.03], [-2.40, -2.20, -2.11], [5.42, 1.81, 4.82], [4.11, 1.63, 4.09], [2.90, 1.64, 4.78], [1.70, 1.53, 4.09], [0.38, 1.72, 4.80], [1.73, 1.34, 2.72], [2.93, 1.33, 2.00], [4.11, 1.51, 2.71], [2.85, 1.26, 0.56], [3.68, 0.31, -0.21], [3.27, 0.45, -1.68], [3.96, -0.60, -2.55], [5.48, -0.41, -2.46], [5.92, -0.57, -1.01], [5.56, -1.98, -0.51], [4.04, -2.16, -0.60], [3.59, -2.01, -2.05], [3.33, -1.11, 0.26], [5.22, 0.46, -0.12], [5.26, 2.13, 5.85], [6.04, 2.55, 4.32], [5.98, 0.87, 4.84], [2.90, 1.77, 5.85], [0.43, 1.39, 5.83], [-0.42, 1.18, 4.29], [0.12, 2.78, 4.79], [0.78, 1.29, 2.19], [5.04, 1.64, 2.17], [3.52, 1.45, -2.03], [2.18, 0.34, -1.76], [3.63, -0.48, -3.58], [5.74, 0.59, -2.82], [5.99, -1.14, -3.10], [7.00, -0.42, -0.93], [5.90, -2.11, 0.52], [6.06, -2.74, -1.12], [3.77, -3.16, -0.24], [2.51, -2.15, -2.13], [4.08, -2.77, -2.68], [3.57, -1.23, 1.32], [2.25, -1.26, 0.13], [5.50, 1.47, -0.39], [5.54, 0.28, 0.91], [3.97, 3.70, -0.05], [2.71, 2.62, 0.04], [1.44, 2.85, -0.27]], "lowdin_charge": [0.897, -0.062, -0.372, -0.081, -0.232, -0.064, -0.064, -0.288, -0.036, -0.058, -0.041, 0.079, 0.088, 0.071, 0.144, 0.088, 0.084, 0.059, 0.124, 0.114, 0.083, 0.075, 0.076, 0.108, 0.108, 0.067, -0.505, 0.068, -0.177, 0.017, -0.156, -0.269, -0.033, -0.062, -0.080, -0.216, -0.362, -0.084, -0.146, -0.155, -0.272, -0.111, 0.063, 0.056, 0.054, 0.086, 0.097, 0.079, 0.092, 0.084, 0.060, 0.081, -0.050, -0.253, -0.011, -0.262, -0.048, 0.005, -0.215, 0.010, -0.038, -0.392, -0.072, -0.274, -0.115, -0.284, -0.117, -0.282, -0.113, -0.088, -0.093, 0.071, 0.082, 0.079, 0.115, 0.077, 0.067, 0.091, 0.066, 0.098, 0.121, 0.126, 0.142, 0.124, 0.118, 0.138, 0.120, 0.118, 0.121, 0.107, 0.122, 0.133, 0.060, 0.081, 0.105, 0.707, -0.769, 0.093], "fmax_ev_per_a": 0.25, "relative_energy_kj_mol": 119.0, "charge": -1, "lumo_energy_ev": 1.635, "gap_ev": 3.718}


Entry 4:
{"formula": "C42H49ClIN2OP2RhSi2Te", "method": "ωB97M-V with the def2-TZVPD basis set", "species": ["Rh", "Cl", "C", "C", "C", "I", "C", "O", "C", "N", "C", "C", "C", "C", "H", "H", "H", "H", "C", "N", "P", "C", "C", "C", "C", "C", "C", "C", "C", "C", "C", "C", "C", "P", "C", "C", "C", "C", "C", "C", "C", "C", "C", "C", "C", "C", "H", "H", "H", "H", "H", "H", "H", "H", "H", "H", "H", "H", "H", "H", "H", "H", "H", "H", "H", "H", "H", "H", "H", "C", "Si", "C", "C", "C", "Te", "C", "Si", "C", "C", "C", "H", "H", "H", "H", "H", "H", "H", "H", "H", "H", "H", "H", "H", "H", "H", "H", "H", "H", "H", "H", "H", "H"], "xyz": [[-0.16, 1.02, -0.78], [-5.91, 5.01, -1.92], [-4.79, 3.91, -1.27], [-5.14, 3.19, -0.14], [-4.28, 2.27, 0.43], [-4.80, 1.18, 2.08], [-2.97, 2.05, -0.15], [-2.15, 1.24, 0.32], [-2.62, 2.83, -1.35], [-1.40, 2.58, -1.85], [-1.03, 3.22, -2.95], [-1.86, 4.15, -3.59], [-3.11, 4.41, -3.08], [-3.51, 3.73, -1.92], [-6.12, 3.35, 0.30], [-0.05, 3.00, -3.34], [-1.51, 4.65, -4.48], [-3.77, 5.12, -3.55], [3.72, 1.00, 1.41], [2.37, 0.89, 0.85], [2.04, 0.06, -0.58], [3.31, 0.54, -1.77], [3.19, 1.82, -2.33], [4.16, 2.29, -3.20], [5.25, 1.49, -3.51], [5.37, 0.23, -2.96], [4.40, -0.25, -2.09], [2.34, -1.70, -0.32], [2.19, -2.56, -1.42], [2.50, -3.90, -1.30], [2.93, -4.41, -0.08], [3.05, -3.58, 1.02], [2.76, -2.22, 0.90], [1.11, 2.02, 1.12], [1.90, 3.58, 1.51], [2.00, 4.53, 0.49], [2.66, 5.73, 0.72], [3.22, 5.99, 1.96], [3.12, 5.05, 2.98], [2.46, 3.85, 2.76], [0.30, 1.54, 2.67], [-0.57, 2.46, 3.27], [-1.28, 2.11, 4.40], [-1.12, 0.85, 4.96], [-0.26, -0.06, 4.38], [0.44, 0.28, 3.23], [4.34, 0.19, 1.03], [3.69, 0.93, 2.50], [4.18, 1.95, 1.13], [2.34, 2.45, -2.07], [4.07, 3.28, -3.62], [6.01, 1.86, -4.19], [6.22, -0.39, -3.21], [4.51, -1.24, -1.67], [1.87, -2.16, -2.38], [2.42, -4.55, -2.17], [3.18, -5.46, 0.00], [3.38, -3.98, 1.96], [2.89, -1.58, 1.76], [1.56, 4.33, -0.48], [2.73, 6.47, -0.07], [3.73, 6.92, 2.14], [3.55, 5.26, 3.95], [2.37, 3.13, 3.57], [-0.68, 3.46, 2.86], [-1.94, 2.83, 4.87], [-1.66, 0.59, 5.86], [-0.12, -1.04, 4.82], [1.12, -0.44, 2.77], [-1.20, -6.34, 1.58], [-1.33, -4.54, 2.00], [-0.05, -4.02, 3.25], [-3.05, -4.11, 2.55], [-0.92, -3.60, 0.39], [-1.43, -1.56, 0.50], [-3.11, -1.73, -0.78], [-2.81, -1.97, -2.65], [-1.94, -3.58, -2.98], [-4.48, -1.93, -3.47], [-1.75, -0.55, -3.24], [-1.43, -6.96, 2.45], [-0.20, -6.61, 1.25], [-1.90, -6.61, 0.79], [-0.43, -4.09, 4.27], [0.27, -2.99, 3.08], [0.83, -4.66, 3.18], [-3.27, -4.59, 3.51], [-3.79, -4.47, 1.84], [-3.20, -3.04, 2.70], [-1.43, -4.01, -0.48], [0.15, -3.66, 0.21], [-3.73, -0.85, -0.61], [-3.66, -2.59, -0.37], [-2.49, -4.44, -2.59], [-0.93, -3.60, -2.58], [-1.87, -3.70, -4.07], [-5.10, -2.75, -3.11], [-4.37, -2.04, -4.55], [-5.00, -1.00, -3.28], [-1.17, -0.18, -2.38], [-2.34, 0.28, -3.63], [-1.04, -0.87, -4.01]], "mulliken_spin": [1.925, 0.072, 0.244, -0.086, 0.203, 0.053, 0.076, 0.389, 0.079, 0.016, 0.023, -0.005, 0.045, -0.016, 0.003, 0.004, 0.000, 0.008, 0.004, -0.057, 0.204, -0.061, 0.010, 0.007, 0.007, -0.001, 0.001, 0.041, 0.010, 0.000, 0.004, -0.003, 0.002, 0.206, -0.012, 0.016, 0.005, 0.001, 0.002, 0.000, 0.037, 0.021, -0.001, 0.010, -0.006, -0.007, -0.001, 0.000, 0.001, -0.001, 0.001, 0.001, 0.000, 0.001, -0.005, 0.000, 0.000, 0.000, 0.002, 0.005, 0.000, 0.000, 0.000, 0.001, -0.001, 0.000, 0.001, -0.001, 0.009, 0.005, 0.026, 0.004, 0.013, 0.044, 0.394, 0.023, 0.008, 0.006, 0.002, -0.056, 0.001, 0.000, 0.000, 0.000, -0.003, 0.000, 0.000, 0.002, 0.000, -0.017, 0.003, 0.001, 0.014, 0.000, -0.002, 0.000, 0.001, 0.000, 0.000, 0.044, -0.002, 0.002], "fmax_ev_per_a": 0.77, "relative_energy_kj_mol": 5.1, "multiplicity": 5, "charge": 2, "lumo_energy_ev": [-5.696, -7.604], "gap_ev": [6.348, 5.320], "s2": 6.0522}